1.
13
Properties=species:S:1:pos:R:3:mulliken_charge:R:1 method="wB97M-V/def2-TZVPD" energy_ha=-515.07624 homo_energy_ev="-8.39 / -8.39" gap_ha="0.3116 / 0.3116" fmax_ev_per_a=3.11 total_charge=0 relative_energy_ev=2.833
C -0.02417 0.11650 0.36238 0.567
C 0.70500 1.36722 0.11322 -1.175
C 0.75373 -1.14793 0.23841 -0.914
N -1.60500 -0.26854 -1.13721 -0.563
P -1.88183 0.09156 0.47479 0.021
H 0.03211 2.19821 0.19000 0.365
H 1.00726 1.50199 -0.91643 0.321
H 1.51598 1.31080 0.97329 0.311
H 1.41724 -1.25118 -0.66531 0.248
H -0.01574 -2.00546 0.14611 0.302
H 1.55952 -1.14795 1.07850 0.288
H -1.72004 0.52282 -1.67502 0.215
H -1.74406 -1.28806 0.81727 0.014

2.
110
Properties=species:S:1:pos:R:3:mulliken_charge:R:1 method="wB97M-V/def2-TZVPD" energy_ha=-3309.67795 homo_energy_ev=-1.96 gap_ha=0.2044 fmax_ev_per_a=1.44 total_charge=-2
Cs -0.88215 0.25547 -0.91066 2.409
C 4.65782 -0.98677 0.12713 -1.664
C 3.47712 -0.32894 -0.58511 1.576
C 2.21491 -1.12354 -0.27258 -0.885
P 3.12894 1.48759 -0.20949 1.124
C 4.53252 2.00611 0.89317 0.617
C 4.24700 3.39970 1.47124 -1.076
C 6.01484 1.90723 0.46524 -1.822
C 3.37769 2.33597 -1.80780 0.255
C 4.39710 3.26386 -1.97484 -0.249
C 4.56907 4.02141 -3.13193 0.017
C 5.66727 5.04127 -3.24860 -1.688
C 3.65589 3.80369 -4.15669 -1.040
C 2.61911 2.90021 -4.03189 -0.285
C 2.41913 2.13111 -2.85470 -0.963
N 1.45002 1.19817 -2.70945 0.701
C 0.30814 1.28782 -3.47205 -2.611
C -0.39948 2.49719 -3.63419 0.084
C -1.62235 2.56383 -4.26711 -1.016
C -2.23561 1.42687 -4.78610 0.176
C -3.59057 1.47043 -5.43480 -1.475
C -1.55845 0.22506 -4.62062 0.025
C -0.32785 0.11625 -3.97572 0.779
P 0.43421 -1.52347 -3.61103 1.198
C -0.90722 -2.72983 -4.04991 0.522
C -0.34691 -4.15067 -3.98474 -1.750
C -2.08827 -2.59686 -3.07625 -1.226
C 1.63043 -1.70333 -5.03083 0.199
C 1.03769 -1.44924 -6.41133 -1.565
C 2.87274 -0.84811 -4.81101 -1.416
H 4.67834 -2.05154 -0.12629 0.436
H 4.55556 -0.93509 1.21543 0.336
H 5.62271 -0.56491 -0.14065 0.442
H 3.64969 -0.37305 -1.66301 -0.601
H 2.02405 -1.17276 0.80462 0.764
H 2.28417 -2.15532 -0.62869 0.548
H 1.38478 -0.65667 -0.78377 -1.221
H 4.37565 1.29842 1.71516 0.725
H 4.36436 4.16904 0.70515 0.225
H 4.95208 3.62212 2.27841 0.458
H 3.23062 3.49653 1.85788 0.029
H 6.45179 2.90505 0.37722 0.511
H 6.15990 1.41381 -0.49426 0.393
H 6.59279 1.36029 1.21338 0.267
H 5.09046 3.42854 -1.16088 -0.007
H 6.57166 4.72325 -2.72212 0.350
H 5.38735 6.01828 -2.83791 0.281
H 5.94532 5.20377 -4.29382 0.389
H 3.75240 4.35477 -5.08965 0.293
H 1.93540 2.76720 -4.86084 0.438
H 0.03580 3.39711 -3.21444 0.536
H -2.13107 3.52150 -4.33546 0.300
H -3.88627 2.49556 -5.66640 0.387
H -4.36294 1.04715 -4.78643 0.235
H -3.59995 0.90493 -6.37051 0.347
H -2.02064 -0.67872 -5.00016 0.307
H -1.27763 -2.56812 -5.06883 0.336
H 0.09221 -4.35226 -3.00394 0.285
H 0.41853 -4.33738 -4.74289 0.429
H -1.15287 -4.87276 -4.14176 0.450
H -1.81252 -2.78138 -2.03574 -0.024
H -2.86342 -3.32372 -3.33908 0.566
H -2.55419 -1.61126 -3.12075 0.059
H 1.93136 -2.75725 -4.97012 0.557
H 0.66261 -0.42533 -6.48453 0.200
H 0.20527 -2.12161 -6.63665 0.296
H 1.79680 -1.58972 -7.18803 0.484
H 2.64563 0.21593 -4.89638 0.145
H 3.63276 -1.09366 -5.56049 0.543
H 3.29976 -0.99815 -3.81810 0.251
O -5.53697 0.57937 -1.39770 -0.815
C -5.99636 -0.65842 -1.12217 0.455
C -7.32466 -0.95891 -1.44409 -0.689
C -7.84409 -2.20997 -1.17860 -0.211
C -7.04408 -3.18715 -0.59165 -0.884
C -5.72926 -2.88592 -0.27981 -0.485
C -5.17517 -1.62848 -0.53219 0.147
C -3.73102 -1.31202 -0.20340 1.107
O -3.33372 -0.10933 -0.45316 -1.131
N -3.08432 -2.32438 0.29197 -0.732
N -1.68561 -2.16123 0.32813 -0.248
C -1.07182 -2.39590 1.43338 -0.644
C -1.47967 -2.68099 2.79698 0.652
C -2.79367 -2.90919 3.21884 -0.335
C -3.09677 -3.21895 4.53374 -0.811
C -2.05212 -3.30913 5.45977 -0.303
C -0.74837 -3.08082 5.09180 -0.396
C -0.38223 -2.72390 3.74867 -0.144
O 0.82050 -2.43989 3.44886 -0.861
H -4.59945 0.53828 -1.07000 0.313
H -7.92096 -0.17743 -1.90015 0.399
H -8.87621 -2.42891 -1.43256 0.353
H -7.43726 -4.17367 -0.37746 0.375
H -5.07303 -3.61844 0.17029 0.450
H 0.01078 -2.34717 1.32397 0.450
H -3.57696 -2.84642 2.47639 0.595
H -4.12474 -3.38546 4.83230 0.376
H -2.27094 -3.56190 6.49484 0.322
H 0.06318 -3.14981 5.80955 0.362
S 0.45210 4.38073 2.11393 -0.436
C 0.27717 2.96944 2.98751 0.234
N 0.79499 1.79546 2.48552 0.151
C 0.67729 0.59142 3.08413 0.403
C 0.04442 0.52440 4.29130 -0.709
C -0.42129 1.74781 4.80180 -0.152
N -0.31400 2.91477 4.21160 -0.614
H 1.29095 1.86612 1.59090 -0.611
H 1.08666 -0.28144 2.58872 0.569
H -0.08307 -0.42232 4.79246 0.396
H -0.90835 1.75306 5.77507 0.408

3.
61
Properties=species:S:1:pos:R:3:mulliken_charge:R:1 method="wB97M-V/def2-TZVPD" energy_ha=-1468.67997 smiles="CCCCOC(=O)Cn1c(=O)c2c(nc3n2CCCCN3c2ccc(C)cc2)n(C)c1=O" homo_energy_ev=-7.81 gap_ha=0.3134 fmax_ev_per_a=1.46 total_charge=0 relative_energy_ev=0.000
C -8.55233 -2.18153 -0.74832 -1.165
C -7.06476 -2.42751 -0.52197 -0.558
C -6.35305 -1.24129 0.12438 -0.112
C -6.32152 -0.00891 -0.77742 -0.571
H -7.30373 0.45808 -0.86449 0.277
H -5.94067 -0.27500 -1.76919 0.358
O -5.47680 0.99513 -0.20855 -0.345
C -4.18330 0.92333 -0.49383 0.671
O -3.68246 0.16221 -1.27734 -0.621
C -3.40131 1.97772 0.28138 -0.956
N -2.06896 1.47336 0.55087 0.047
C -2.04791 0.25254 1.21208 0.710
O -3.07516 -0.25977 1.60671 -0.707
N -0.81751 -0.32194 1.41961 0.032
C 0.29590 0.29962 0.94886 1.069
C 0.24011 1.51246 0.28198 -0.166
N 1.55097 1.82126 -0.02949 -0.024
C 2.30301 0.80318 0.47014 0.035
N 1.56908 -0.12637 1.06908 -0.882
N 3.66800 0.82868 0.37028 0.558
C 4.42730 -0.31641 0.08293 0.992
C 5.71919 -0.18083 -0.42164 -0.333
C 6.47557 -1.29776 -0.72680 -1.244
C 5.97135 -2.57808 -0.55650 0.891
C 4.67493 -2.70564 -0.07088 -0.827
C 3.91250 -1.60070 0.24878 -0.664
H 2.91460 -1.72074 0.63579 0.678
H 4.25665 -3.69222 0.06872 0.388
C 6.78271 -3.79210 -0.89338 -1.405
H 6.33958 -4.32086 -1.73714 0.312
H 7.80199 -3.51929 -1.15491 0.333
H 6.81023 -4.47921 -0.04900 0.339
H 7.47581 -1.16321 -1.11384 0.295
H 6.14364 0.79583 -0.59685 0.310
C 4.31828 2.04240 0.83645 -1.191
H 5.33417 1.77808 1.13441 0.657
C 4.34924 3.18068 -0.18648 -0.555
C 2.97994 3.83376 -0.34760 -0.830
C 1.94753 2.87518 -0.93285 -0.733
H 1.03455 3.41820 -1.18656 0.413
H 2.35414 2.41812 -1.84323 0.316
H 3.06191 4.68693 -1.02217 0.397
H 2.62838 4.20240 0.61837 0.355
H 5.06686 3.92942 0.15359 0.346
H 4.68880 2.79761 -1.15072 0.347
H 3.79210 2.39060 1.73353 0.355
C -0.98599 2.18802 0.02261 0.523
O -1.14592 3.24784 -0.55872 -0.750
C -0.71532 -1.60188 2.08448 -1.117
H 0.12326 -1.57204 2.77773 0.355
H -0.54723 -2.39370 1.35285 0.312
H -1.65027 -1.78418 2.61041 0.364
H -3.92898 2.20735 1.20938 0.248
H -3.28312 2.88197 -0.32306 0.435
H -5.31960 -1.51337 0.34909 0.115
H -6.83919 -0.98047 1.06624 0.291
H -6.58429 -2.66015 -1.47448 0.321
H -6.94402 -3.29484 0.13015 0.341
H -9.03737 -1.90021 0.18370 0.294
H -9.03017 -3.08369 -1.12340 0.369
H -8.71141 -1.38808 -1.47380 0.306

4.
15
Properties=species:S:1:pos:R:3:mulliken_charge:R:1 method="wB97M-V/def2-TZVPD" energy_ha=-196.42265 smiles=CCC1CC1 homo_energy_ev=-9.77 gap_ha=0.4051 fmax_ev_per_a=4.16 total_charge=0 relative_energy_ev=2.334
C -1.83934 0.45416 -0.50714 -0.917
C -0.71893 0.52944 0.57149 -0.441
C 0.28280 -0.56264 0.45491 -0.069
C 1.25903 -0.55183 -0.75739 -0.528
C 1.76342 -0.25189 0.62235 -0.643
H -2.35263 1.58842 -0.94354 0.246
H -2.73791 -0.25867 -0.17086 0.239
H -1.29019 0.08116 -1.44973 0.281
H -0.19003 1.51959 0.54869 0.238
H -1.17640 0.34623 1.61559 0.270
H -0.00566 -1.60086 0.56110 0.379
H 1.14074 0.37402 -1.39514 0.242
H 1.41231 -1.50123 -1.29129 0.261
H 2.51332 -0.90810 1.20426 0.226
H 1.93946 0.74220 0.93670 0.216

5.
13
Properties=species:S:1:pos:R:3:mulliken_charge:R:1 method="wB97M-V/def2-TZVPD" energy_ha=-340.63289 homo_energy_ev=-7.87 gap_ha=0.3117 fmax_ev_per_a=0.52 total_charge=0 relative_energy_ev=4.409
N 1.51257 1.68787 0.07892 -0.614
C 0.65180 0.56285 -0.05791 0.798
C -0.69260 0.74176 -0.61135 -0.690
N -1.33284 -0.39851 -0.32272 -0.020
C -0.45706 -1.24128 0.37003 0.570
O -1.00128 -2.44595 0.68963 -0.501
C 0.78698 -0.73040 0.59621 -1.283
H 1.13971 2.30976 0.78907 0.278
H 2.40007 1.34002 0.42991 0.329
H -1.13659 1.57063 -1.14807 0.434
H -2.23324 -0.67547 -0.68970 0.244
H -0.27818 -2.93004 1.11257 0.362
H 0.55821 0.31205 -1.25559 0.094

6.
14
Properties=species:S:1:pos:R:3:mulliken_charge:R:1 method="wB97M-V/def2-TZVPD" energy_ha=-233.21326 homo_energy_ev="-7.87 / -7.60" gap_ha="0.3158 / 0.3049" fmax_ev_per_a=4.75 total_charge=0 relative_energy_ev=4.728
C -0.14207 0.83568 -0.47550 -0.236
C 1.34005 0.77162 -0.14517 -0.136
C -1.23714 0.65932 0.53748 -0.540
C -0.03529 -1.44703 -0.01980 -1.016
C 2.13129 -0.25464 0.10645 -0.668
C -1.11830 -0.47654 -0.42152 0.022
H -0.35833 1.56588 -1.25045 0.385
H 1.73682 1.79784 -0.19228 0.333
H -0.94690 0.45390 1.55895 0.229
H -2.09752 1.30973 0.45896 0.281
H 0.17613 -2.25636 -0.69668 0.318
H 0.03988 -1.68966 1.02742 0.337
H 3.09850 -0.54944 0.41646 0.335
H -1.72734 -0.63931 -1.28730 0.355